Run a
The following is a quantum chemistry calculation of a cluster of 4 separate species, C2H10O4 in total, from the OMol25 dataset.

```
16
Properties=species:S:1:pos:R:3
O -2.0321 -0.9578 -0.5162
C -1.5963 -0.9229 0.6637
C -0.1786 -0.4615 1.0286
H -2.3143 -1.2626 1.5069
H 0.3490 -1.3474 1.3790
H 0.0046 0.2551 1.9242
H 0.2968 -0.1110 0.0533
H -2.2523 1.3837 -1.0845
H -1.0969 0.7791 -2.0076
O -1.4215 1.5950 -1.5700
H 0.1413 1.9978 -0.6050
H 1.5927 2.3277 -0.6904
O 0.8896 2.2500 -0.0390
H 3.5265 -1.6719 -0.2266
H 3.3233 -1.2196 1.2473
O 3.4488 -1.9902 0.6690
```

Computed properties:
* gap between HOMO and LUMO: 0.40029 Eh
* highest occupied orbital energy: -0.380 Eh

***

Run b
The following is a quantum chemistry calculation of a cluster of 4 separate species, C2H10O4 in total, from the OMol25 dataset.

```
16
Properties=species:S:1:pos:R:3
O -0.8901 -0.2241 -0.2569
C 0.3013 -0.1079 -0.3643
C 0.9830 0.1797 -1.6755
H 1.0466 -0.1978 0.4517
H 0.5264 -0.3140 -2.5335
H 2.0112 -0.1016 -1.7350
H 0.8803 1.2659 -1.7961
H -1.4563 -0.0921 2.1661
H -2.7674 0.0223 2.8703
O -1.8159 0.0004 3.0606
H -0.9055 2.5267 1.8198
H -0.4986 2.0680 3.2248
O -0.3540 2.7631 2.5728
H 1.4340 -3.0278 -4.2154
H 1.2714 -2.1036 -3.0546
O 1.9345 -2.6489 -3.4832
```

Computed properties:
* gap between HOMO and LUMO: 0.41243 Eh
* highest occupied orbital energy: -0.392 Eh

***

Which of them is the most stable, and which is the least stable? run b and run a, in that order.

***

Run a
The following is a quantum chemistry calculation of the molecule C10H15NO2, from the OMol25 dataset.

```
28
Properties=species:S:1:pos:R:3
C 3.2971 -1.6229 0.8364
C 1.5218 -0.5458 -0.3562
C 0.7365 -1.6971 -0.5732
C -0.6524 -1.3439 -0.7885
C -1.1939 -0.0485 -0.6539
C -2.6711 0.0914 -0.8395
C -3.6432 -0.3428 0.3280
C -0.4206 1.0286 -0.6454
C 0.9475 0.8237 -0.3935
C 2.8473 2.2529 -0.2686
H 4.2927 -1.4033 0.9321
H 3.0648 -1.9147 1.8707
H 3.3064 -2.4867 0.1811
H 1.1008 -2.7399 -0.2523
H -1.2878 -2.2198 -1.0016
H -3.0127 -0.4369 -1.7782
H -2.9879 1.1585 -0.9842
H -3.1326 -1.2205 0.6771
H -4.6832 -0.1116 -0.1150
H -2.6308 0.5817 1.8254
H -4.2404 0.7510 1.9803
H -0.8072 2.1167 -0.7839
H 2.7841 3.3116 -0.4358
H 3.0090 1.6186 -1.0629
H 3.6089 2.2429 0.4289
N -3.4224 0.7384 1.3394
O 2.7082 -0.4746 0.2729
O 1.5615 1.8929 0.2602
```

Computed properties:
* gap between HOMO and LUMO: 0.31607 Eh
* highest occupied orbital energy: -0.285 Eh

***

Run b
The following is a quantum chemistry calculation of a cluster of 2 separate species, C10H15NO2 in total, from the OMol25 dataset.

```
28
Properties=species:S:1:pos:R:3
C 4.3171 -0.4340 -0.6683
C 3.1266 0.3336 -0.8779
C 4.4787 -0.4246 0.7091
C 2.5929 0.5693 0.3765
C 0.0020 0.8502 0.1179
C 0.4249 -1.4700 0.0368
C -1.5541 -0.5331 -1.2191
C -1.6235 -0.4899 1.4138
C -1.3159 2.8299 -0.3977
C -0.7195 -0.3784 0.0706
N -0.1486 2.1228 0.0805
O 0.7341 2.9057 0.4937
O 3.4094 0.0671 1.3210
H 4.8671 -0.8668 -1.4201
H 2.8549 0.8065 -1.7907
H 5.1402 -0.8801 1.2942
H 0.7989 -1.5126 -0.9079
H -0.1248 -2.4336 0.0146
H 1.2075 -1.3111 0.7609
H -1.7537 -1.5847 -1.4264
H -2.5326 0.0969 -1.0625
H -0.9386 -0.1580 -2.0134
H -0.9112 -0.3496 2.1951
H -2.6388 0.1166 1.4424
H -1.9837 -1.5852 1.3898
H -2.1167 2.1675 -0.1626
H -1.1729 2.9700 -1.4119
H -1.4369 3.7678 0.1560
```

Computed properties:
* gap between HOMO and LUMO (alpha / beta): 0.29540 / 0.27965 Eh
* highest occupied orbital energy (alpha / beta): -0.302 / -0.294 Eh

***

Which of them is the most stable, and which is the least stable? run a and run b, in that order.

***

Run a
The following is a quantum chemistry calculation of a cluster of 7 separate species, C7H21N7O14 in total, from the OMol25 dataset.

```
49
Properties=species:S:1:pos:R:3
C 4.1823 -0.6543 -0.3488
N 2.7588 -1.1530 -0.3696
O 1.9360 -0.5746 -1.1142
O 2.4172 -2.1478 0.3194
H 4.3688 -0.0362 -1.2271
H 4.7647 -1.5720 -0.2667
H 4.4649 -0.0347 0.5023
C -1.0559 -3.5170 2.7594
N -2.3050 -3.3445 3.5408
O -2.9871 -4.3648 3.7553
O -2.6972 -2.2131 3.8307
H -0.5272 -4.3908 3.1402
H -0.4711 -2.6084 2.9025
H -1.3891 -3.5877 1.7240
C -3.3745 1.6654 0.1892
N -4.4732 2.4219 -0.4598
O -4.1364 3.4657 -1.0356
O -5.5905 1.9218 -0.4678
H -2.9030 1.0070 -0.5403
H -3.8453 1.0171 0.9283
H -2.6861 2.3214 0.7220
C 1.4686 0.1601 2.3232
N 2.9310 0.4844 2.4732
O 3.6889 0.0368 1.6598
O 3.1762 1.3647 3.2758
H 1.1979 0.4539 1.3090
H 0.8819 0.6889 3.0744
H 1.4771 -0.9198 2.4704
C 1.3727 3.1829 -1.0260
N 2.0029 1.9348 -0.6211
O 1.4475 1.3393 0.2788
O 3.0748 1.5508 -1.0663
H 1.3218 3.2082 -2.1145
H 2.0708 3.9511 -0.6934
H 0.4147 3.2997 -0.5194
C -0.9476 -0.1876 -4.9603
N -1.1701 0.2120 -3.5426
O -1.9302 1.1823 -3.4091
O -0.7360 -0.4818 -2.6663
H -1.8818 -0.0935 -5.5140
H -0.5400 -1.1908 -5.0848
H -0.2505 0.5709 -5.3166
C -0.4327 -0.5030 -0.3563
N -1.2783 -0.8086 0.7812
O -0.7364 -1.2213 1.8134
O -2.4564 -0.6376 0.6135
H -1.0526 -0.5555 -1.2513
H 0.4469 -1.1323 -0.2204
H -0.0126 0.4896 -0.1945
```

Computed properties:
* gap between HOMO and LUMO: 0.34097 Eh
* highest occupied orbital energy: -0.381 Eh

***

Run b
The following is a quantum chemistry calculation of a cluster of 7 separate species, C7H21N7O14 in total, from the OMol25 dataset.

```
49
Properties=species:S:1:pos:R:3
C 34.6388 -8.4472 -0.3308
N 35.4373 -8.3283 -1.5996
O 36.1110 -7.3212 -1.7185
O 35.2278 -9.1467 -2.4661
H 34.7658 -9.4460 0.0702
H 33.6082 -8.1738 -0.5277
H 35.0508 -7.7016 0.3421
C 29.9442 -11.3826 -1.6149
N 29.7804 -11.7024 -0.1648
O 29.0684 -10.9631 0.4955
O 30.2672 -12.7277 0.2323
H 29.1811 -11.9933 -2.0983
H 30.9411 -11.6890 -1.9071
H 29.6497 -10.3517 -1.7716
C 27.4674 -4.6935 2.9466
N 27.8930 -6.0925 3.0799
O 28.2919 -6.4660 4.1754
O 27.7194 -6.8610 2.1527
H 26.4565 -4.4856 3.2870
H 27.4907 -4.4397 1.8882
H 28.1565 -4.0351 3.4670
C 33.8586 -13.0556 2.0050
N 34.2314 -12.2614 0.7962
O 35.2659 -11.6312 0.8224
O 33.3759 -12.1250 -0.0503
H 34.0771 -14.0793 1.6956
H 32.8096 -12.9383 2.2464
H 34.5087 -12.8293 2.8421
C 31.1317 -5.9829 6.5489
N 31.5626 -7.2571 5.9178
O 30.7775 -8.1674 5.8640
O 32.7095 -7.2675 5.5176
H 30.0595 -5.8634 6.4181
H 31.6444 -5.1401 6.1033
H 31.3935 -6.1280 7.5955
C 30.2146 -8.7939 2.5762
N 31.6109 -9.2139 2.4148
O 31.9129 -10.3337 2.7818
O 32.2893 -8.5113 1.6913
H 29.6278 -9.1043 1.7197
H 30.1911 -7.7282 2.7881
H 29.7059 -9.1809 3.4576
C 26.8062 -9.9281 2.7263
N 26.9661 -11.3775 2.9872
O 28.0772 -11.7491 3.2627
O 26.0031 -12.0799 2.7745
H 27.0746 -9.8161 1.6793
H 27.4814 -9.4293 3.4125
H 25.7876 -9.6018 2.9055
```

Computed properties:
* gap between HOMO and LUMO: 0.35632 Eh
* highest occupied orbital energy: -0.386 Eh

***

Run c
The following is a quantum chemistry calculation of a cluster of 7 separate species, C7H21N7O14 in total, from the OMol25 dataset.

```
49
Properties=species:S:1:pos:R:3
C 23.1102 13.7334 15.5522
N 24.1751 13.0088 16.1820
O 24.0363 12.0481 16.8963
O 25.2583 13.4878 16.0068
H 22.4524 14.3101 16.2025
H 22.4925 12.9861 15.0541
H 23.7066 14.3390 14.8699
C 19.8514 9.1294 19.8053
N 20.3631 7.8994 20.5347
O 21.5143 7.6126 20.1626
O 19.5349 7.1655 21.0393
H 20.1562 8.8770 18.7897
H 20.4132 10.0385 20.0202
H 18.7834 9.3184 19.9131
C 27.3998 11.0257 15.7853
N 26.0281 10.6865 15.9916
O 25.3212 10.4257 15.0750
O 25.6756 10.6336 17.1675
H 27.9830 10.2568 15.2785
H 27.7743 11.3785 16.7462
H 27.2745 11.9263 15.1842
C 22.1696 12.5805 20.4385
N 23.2963 13.1405 19.5854
O 24.4388 13.0869 20.0016
O 22.9159 13.6464 18.5170
H 22.2151 11.5066 20.2572
H 21.2828 13.1791 20.2305
H 22.5554 12.8700 21.4160
C 26.1253 7.5214 21.2445
N 25.6127 8.2770 20.0039
O 24.6392 8.9866 20.0290
O 26.2660 8.0930 18.9547
H 26.0994 8.2881 22.0188
H 27.1491 7.2327 21.0067
H 25.4610 6.6680 21.3800
C 19.6441 9.8585 17.1422
N 18.1738 9.7264 17.0879
O 17.7008 9.4424 15.9638
O 17.5662 9.7782 18.1886
H 19.9571 10.4512 16.2826
H 20.0331 8.8549 16.9703
H 19.8539 10.4292 18.0468
C 23.6267 10.3484 18.5038
N 22.2927 9.7909 18.1549
O 22.3317 8.7753 17.5517
O 21.2877 10.4925 18.3030
H 23.5621 10.2293 19.5854
H 23.4530 11.4044 18.2971
H 24.4170 9.8284 17.9623
```

Computed properties:
* gap between HOMO and LUMO: 0.35500 Eh
* highest occupied orbital energy: -0.361 Eh

***

Which of them is the most stable, and which is the least stable? run b and run c, in that order.

***

Run a
The following is a quantum chemistry calculation of a cluster of 4 separate species, C3H14O3S in total, from the OMol25 dataset.

```
21
Properties=species:S:1:pos:R:3
C 0.5659 0.3625 3.0269
C 0.6570 -0.0835 1.5268
C 1.9090 0.2125 0.6426
S 2.9844 -1.4040 0.7428
H -0.2988 -0.0566 3.4947
H 1.6125 0.0671 3.5144
H 0.4298 1.5040 3.1093
H 0.0623 0.5972 0.8820
H 0.2217 -1.1056 1.3355
H 1.5306 0.0182 -0.4206
H 2.5331 1.1388 0.7078
H 4.0837 -0.9466 0.1488
H -2.5136 2.6850 -2.5028
H -1.1846 2.7910 -1.9095
O -1.6502 2.2250 -2.5511
H -1.2206 -0.4897 -4.1565
H -2.1491 0.2245 -3.1266
O -1.8417 -0.6737 -3.4997
H -2.1779 -1.6543 -0.6661
H -1.8412 -3.1364 -0.3219
O -1.7122 -2.2753 0.0232
```

Computed properties:
* gap between HOMO and LUMO: 0.32348 Eh
* highest occupied orbital energy: -0.316 Eh

***

Run b
The following is a quantum chemistry calculation of a cluster of 4 separate species, C3H14O3S in total, from the OMol25 dataset.

```
21
Properties=species:S:1:pos:R:3
C 1.5647 1.3018 2.5907
C 0.6704 1.3100 1.3512
C 1.4553 1.9814 0.2162
S 0.8566 1.7418 -1.4252
H 1.1027 0.7786 3.4480
H 1.7967 2.2360 3.1245
H 2.5567 0.8513 2.5233
H 0.4890 0.2694 1.1124
H -0.1768 1.9677 1.4954
H 2.5478 2.0054 0.3251
H 1.3267 3.0705 0.3071
H 1.4859 0.6668 -1.8219
H -3.9191 -1.8184 -3.7108
H -3.2339 -1.3552 -2.5024
O -4.1245 -1.3862 -2.8833
H -0.6112 -1.8990 0.0568
H -0.2200 -2.0930 1.5023
O 0.0312 -2.3429 0.6094
H -0.8050 -1.8156 -2.2982
H -1.3043 -3.1521 -2.2360
O -1.4889 -2.3182 -1.7847
```

Computed properties:
* gap between HOMO and LUMO: 0.34590 Eh
* highest occupied orbital energy: -0.338 Eh

***

Which of them is the most stable, and which is the least stable? run b and run a, in that order.

***

Run a
The following is a quantum chemistry calculation of a cluster of 9 separate species, C7H32O9 in total, from the OMol25 dataset.

```
48
Properties=species:S:1:pos:R:3
C 0.3396 3.4036 2.4391
O 0.2849 4.6473 1.7296
H -0.4428 2.7349 2.0800
H 1.2648 2.8986 2.1616
H 0.1885 3.4656 3.5168
H 0.2264 5.3596 2.3706
O 0.1172 -0.5734 0.5011
H -0.4647 0.1275 0.7952
H 0.0940 -1.2174 1.2088
O 2.3581 -0.8203 2.8027
H 1.4121 -0.9284 2.9005
H 2.5694 -0.0573 3.3407
O -0.5929 -2.5082 2.5232
H -1.1602 -2.9243 1.8741
H -0.2318 -3.2366 3.0284
O -2.6246 1.2873 1.7852
H -2.2075 2.0733 1.4325
H -3.5452 1.3721 1.5369
O -0.7994 0.1356 3.5977
H -1.4365 0.4907 2.9778
H -0.7302 -0.7907 3.3665
C 2.5025 -4.1104 -1.1377
C 2.0153 -2.9851 -0.3240
O 3.0323 -2.1942 0.2474
H 3.1083 -4.7787 -0.5257
H 3.0646 -3.7258 -1.9887
H 1.6780 -4.7181 -1.5105
H 1.2880 -3.3664 0.3928
H 1.4670 -2.2857 -0.9551
H 2.6921 -1.4351 0.7266
C 0.4146 2.8567 -1.4262
C -1.0738 2.8424 -1.9951
O -1.9636 2.4038 -1.0181
H 1.1635 2.8866 -2.2176
H 0.5910 1.9376 -0.8674
H 0.6069 3.6984 -0.7610
H -1.0922 2.3149 -2.9488
H -1.3723 3.8556 -2.2642
H -2.8158 2.2121 -1.4164
C -1.3378 -1.2546 -4.0772
C -1.0347 -0.8361 -2.6562
O -1.1024 -1.9358 -1.7659
H -2.0725 -2.0306 -4.2921
H -0.5015 -1.8414 -4.4571
H -1.4721 -0.3917 -4.7295
H -1.7970 -0.1204 -2.3485
H -0.0732 -0.3270 -2.5889
H -0.5344 -1.6106 -1.0636
```

Computed properties:
* gap between HOMO and LUMO: 0.34892 Eh
* highest occupied orbital energy: -0.344 Eh

***

Run b
The following is a quantum chemistry calculation of a cluster of 9 separate species, C7H32O9 in total, from the OMol25 dataset.

```
48
Properties=species:S:1:pos:R:3
C -2.2463 -1.9702 3.0128
O -3.3648 -1.2318 3.4745
H -2.5033 -3.0249 3.1260
H -2.1298 -1.8235 1.9310
H -1.3115 -1.7621 3.5364
H -3.1721 -0.2939 3.3461
C -1.9786 1.5925 2.2557
O -2.5126 1.6988 3.5589
H -1.3034 2.4304 2.0713
H -1.3421 0.7067 2.2154
H -2.6783 1.4343 1.4305
H -3.1256 2.4346 3.6258
C 4.2148 3.1880 -1.5493
O 3.8472 1.8887 -1.0807
H 5.2130 3.1878 -1.9971
H 3.5705 3.4624 -2.4022
H 4.0913 3.9345 -0.7758
H 4.1757 1.2660 -1.7342
C -3.6306 -0.4179 -0.8368
O -4.4995 -1.3391 -0.2497
H -2.6068 -0.6552 -0.5406
H -3.6348 -0.4107 -1.9323
H -3.7890 0.6155 -0.5041
H -5.4075 -1.1424 -0.4899
C 0.2158 0.7851 -0.8114
O -0.1145 -0.3638 -0.0658
H 1.2445 1.0645 -0.5388
H 0.3176 0.6756 -1.8939
H -0.4274 1.6282 -0.5782
H 0.5062 -1.0518 -0.3323
C 0.6705 -2.8585 -2.3112
O 1.4694 -1.6658 -2.3417
H 0.7183 -3.3859 -3.2614
H 1.0432 -3.4766 -1.4945
H -0.3683 -2.6432 -2.0388
H 1.1149 -1.1812 -3.0942
C 3.3127 -1.2664 0.8061
O 2.9147 -1.7925 2.0640
H 4.3248 -0.8696 0.7837
H 3.2624 -2.0253 0.0155
H 2.5719 -0.5164 0.5328
H 2.6399 -2.7055 1.9728
O -1.6826 1.4421 -3.9985
H -1.0812 0.8102 -4.4040
H -1.1919 2.2706 -3.9782
O 1.5954 1.3422 2.1452
H 1.3425 0.4118 2.1012
H 1.7250 1.6039 1.2295
```

Computed properties:
* gap between HOMO and LUMO: 0.34182 Eh
* highest occupied orbital energy: -0.347 Eh

***

Which of them is the most stable, and which is the least stable? run a and run b, in that order.

***

Run a
The following is a quantum chemistry calculation of the molecule C4H6ClNO, from the OMol25 dataset.

```
13
Properties=species:S:1:pos:R:3
C -0.2156 -0.1823 0.0282
C 0.4029 1.0028 0.1079
C 0.3917 -1.5210 0.0465
C -0.2762 2.2985 0.0879
N -0.3606 -2.6158 -0.2771
O 1.5791 -1.7107 0.3074
Cl 2.0815 1.3645 -0.2596
H -1.2553 -0.2782 0.3702
H -1.3196 2.2669 0.4579
H -0.1393 2.4108 -1.0685
H 0.3276 3.1892 0.4388
H -1.3660 -2.7928 -0.2630
H 0.1498 -3.4319 0.0234
```

Computed properties:
* gap between HOMO and LUMO: 0.36846 Eh
* highest occupied orbital energy: -0.352 Eh

***

Run b
The following is a quantum chemistry calculation of a cluster of 2 separate species, C4H6ClNO in total, from the OMol25 dataset.

```
13
Properties=species:S:1:pos:R:3
C 1.5588 -0.8879 0.6812
C -0.2259 1.1143 0.5584
C 0.9634 -1.8093 -0.0933
C -0.4561 0.0669 -0.4269
N 2.1627 -0.0348 1.1316
O 0.1265 -2.7987 0.2045
Cl -1.7731 -0.9548 0.0358
H -0.3914 0.7470 1.5857
H 0.8973 1.3865 0.5646
H -0.7666 1.9896 0.2673
H 1.2733 -1.9693 -1.0785
H -0.2982 -0.0496 -1.4265
H -0.2233 -2.8450 1.0616
```

Computed properties:
* gap between HOMO and LUMO (alpha / beta): 0.30492 / 0.30498 Eh
* highest occupied orbital energy (alpha / beta): -0.298 / -0.298 Eh

***

Which of them is the most stable, and which is the least stable? run a and run b, in that order.